Arrangement a

Here is a gas-phase ion, C3H10NO (charge +1) from the OMol25 dataset. Energies are from ωB97M-V/def2-TZVPD.

## Properties
gap between HOMO and LUMO: 12.11 eV
HOMO energy: -15.36 eV
LUMO energy: -3.248 eV
structure (SMILES): C[NH2+]CCO

Geometry as ORCA input:
```
! wB97M-V def2-TZVPD RIJCOSX def2/J DEFGRID3
* xyz 1 1
O -1.4744 -0.8464 0.1905
C -0.2595 -1.5252 -0.0766
C 0.7894 -0.4593 -0.4412
N 0.1212 0.8927 -0.5876
C 0.1904 1.6628 0.6825
H -2.2418 -1.4341 0.2642
H -0.4189 -2.1953 -0.9263
H 0.0745 -2.1813 0.7300
H 1.5522 -0.3784 0.3324
H 1.3157 -0.7109 -1.3471
H 0.6443 1.3330 -1.3332
H -0.8707 0.6414 -0.7043
H 1.1975 2.0306 0.8576
H -0.6976 2.2514 0.8739
H 0.0776 0.9191 1.4849
*
```

Here are the Löwdin charges for atoms 1 to 4, given in e: number 1, O, carries -0.07; number 2, C, carries -0.19; number 3, C, carries -0.08; number 4, N, carries 0.01

---

Arrangement b

Here is 2 unconnected molecules or ions with the total composition C3H10NO from the OMol25 dataset. Energies are from ωB97M-V/def2-TZVPD.

## Properties
gap between HOMO and LUMO: 8.57 eV
HOMO energy: -14.57 eV
LUMO energy: -6.004 eV

Geometry as ORCA input:
```
! wB97M-V def2-TZVPD RIJCOSX def2/J DEFGRID3
* xyz 1 1
C -1.6983 -0.9233 2.0059
N -0.7698 -1.6869 1.5293
H -2.2354 -1.5925 2.6222
H -2.1829 -0.1684 1.2959
H -0.4760 -2.3974 2.1437
H -0.0850 -1.3415 0.8252
C 1.3000 0.5634 -1.1946
O 0.7234 -0.3374 -0.2075
C 0.1781 1.6014 -1.6511
H 1.7117 -0.0104 -2.1348
H 2.1530 1.1510 -0.6531
H 1.4285 -0.6324 0.4080
H -0.8016 1.2648 -1.9637
H 0.7836 2.4320 -2.2607
H -0.0293 2.0779 -0.7648
*
```

Here are the Löwdin charges for atoms 1 to 4, given in e: number 1, C, carries 0.19; number 2, N, carries 0.20; number 3, H, carries 0.11; number 4, H, carries 0.17

---

Most stable to least stable: arrangement a, arrangement b